[1]
Here is 2 unconnected molecules or ions with the total composition C27H33N4O in a non-equilibrium geometry from the OMol25 dataset. Energies are from ωB97M-V/def2-TZVPD.

Positions of all 65 atoms, in Å:
C: -1.95 -0.33 -4.67
N: -1.12 0.41 -3.75
C: -0.45 -0.12 -2.69
C: 0.25 0.91 -2.01
C: 1.09 0.77 -0.89
C: 2.20 1.59 -0.62
C: 2.85 2.53 -1.47
N: 3.75 3.25 -0.75
C: 4.55 4.35 -1.27
C: 3.75 2.82 0.59
C: 2.82 1.77 0.69
C: 2.47 1.29 1.95
C: 2.96 1.96 3.08
C: 3.85 3.04 2.95
C: 4.30 3.47 1.69
C: -0.07 2.15 -2.72
C: -0.89 1.79 -3.82
C: -1.49 2.71 -4.68
C: -1.23 4.07 -4.43
C: -0.43 4.44 -3.34
C: 0.15 3.49 -2.48
H: -2.49 0.39 -5.30
H: -1.35 -0.99 -5.32
H: -2.67 -0.95 -4.12
H: -0.45 -1.19 -2.49
H: 0.87 -0.04 -0.19
H: 2.69 2.70 -2.53
H: 5.07 4.83 -0.44
H: 5.28 3.98 -2.00
H: 3.91 5.08 -1.78
H: 1.81 0.43 1.99
H: 2.63 1.66 4.07
H: 4.20 3.54 3.85
H: 5.00 4.29 1.57
H: -2.16 2.40 -5.49
H: -1.68 4.84 -5.05
H: -0.25 5.50 -3.17
H: 0.75 3.79 -1.62
C: -6.23 -3.38 2.68
C: -4.73 -3.60 2.71
C: -3.99 -2.94 1.56
N: -2.61 -3.40 1.45
C: -1.62 -2.52 1.23
C: -0.19 -3.10 1.18
C: 0.26 -4.34 2.00
C: 1.50 -3.86 2.80
C: 1.65 -2.34 2.52
N: 0.62 -1.99 1.59
O: -1.78 -1.30 1.05
H: -6.65 -3.82 3.59
H: -6.50 -2.32 2.66
H: -6.70 -3.86 1.82
H: -4.32 -3.19 3.65
H: -4.51 -4.67 2.71
H: -4.49 -3.15 0.59
H: -3.95 -1.86 1.69
H: -2.42 -4.40 1.51
H: -0.05 -3.35 0.12
H: -0.53 -4.70 2.68
H: 0.54 -5.15 1.30
H: 1.38 -4.01 3.89
H: 2.42 -4.38 2.48
H: 1.64 -1.76 3.47
H: 2.60 -2.09 2.02
H: 0.13 -1.11 1.76

Computed properties:
Energy relative to the best compared isomer or geometry (same formula, charge and spin) in kcal per mole: 0.8
E in eV: -36536.673
Multiplicity: 1
Strongest force on any atom in eV/A: 1.90
Lowest unoccupied orbital energy in Eh: -0.1547
Charge: +1
HOMO in eV: -10.46

=====

[2]
Here is a molecular structure, C27H33N4O4PS3Zr in a non-equilibrium geometry from the OMol25 dataset. Energies are from ωB97M-V/def2-TZVPD.

Positions of all 73 atoms, in Å:
Zr: 0.00 0.54 -0.08
N: -0.24 1.52 2.25
C: 1.12 1.31 2.79
C: 2.02 2.02 1.80
O: 2.72 2.96 2.16
N: 1.84 1.57 0.52
C: 2.23 2.54 -0.50
C: 0.97 3.14 -1.12
O: 0.95 4.09 -1.85
O: -0.14 2.48 -0.73
H: -0.34 2.51 2.03
H: -0.96 1.29 2.92
H: 1.33 0.24 2.80
H: 1.28 1.72 3.79
H: 2.81 2.07 -1.31
H: 2.83 3.34 -0.08
N: -0.45 -2.83 1.21
P: -1.21 -1.45 1.86
C: -0.96 -1.80 3.65
C: -1.98 -1.98 4.58
C: -1.68 -2.25 5.91
C: -0.36 -2.35 6.32
C: 0.67 -2.19 5.40
C: 0.37 -1.91 4.08
C: -3.00 -1.69 1.65
C: -3.84 -0.75 2.24
C: -5.21 -0.86 2.13
C: -5.77 -1.91 1.41
C: -4.94 -2.84 0.79
C: -3.56 -2.73 0.92
C: 0.69 -2.70 0.44
C: 1.20 -3.81 -0.24
C: 2.40 -3.69 -0.89
C: 3.10 -2.49 -0.83
C: 2.52 -1.44 -0.16
N: 1.32 -1.51 0.46
H: -0.93 -3.72 1.15
H: -3.01 -1.92 4.27
H: -2.48 -2.39 6.62
H: -0.13 -2.56 7.36
H: 1.70 -2.27 5.71
H: 1.18 -1.82 3.36
H: -3.41 0.08 2.80
H: -5.85 -0.13 2.61
H: -6.84 -1.99 1.31
H: -5.36 -3.64 0.21
H: -2.93 -3.44 0.41
H: 0.63 -4.73 -0.26
H: 2.80 -4.53 -1.44
H: 4.06 -2.35 -1.30
H: 3.02 -0.49 -0.05
C: 1.27 -1.53 -4.48
C: 0.53 -1.11 -3.24
S: 1.19 0.27 -2.38
C: -0.58 -1.74 -2.84
C: -1.14 -2.92 -3.60
S: -1.47 -1.23 -1.42
H: 2.13 -0.89 -4.67
H: 0.63 -1.50 -5.36
H: 1.64 -2.56 -4.39
H: -0.47 -3.78 -3.56
H: -1.29 -2.68 -4.66
H: -2.10 -3.23 -3.19
C: -2.64 1.92 -2.37
S: -2.77 2.26 -0.62
C: -4.48 1.80 -0.46
O: -2.11 1.12 0.19
H: -3.28 2.66 -2.85
H: -2.96 0.90 -2.56
H: -1.60 2.06 -2.67
H: -5.07 2.46 -1.09
H: -4.76 1.93 0.58
H: -4.59 0.76 -0.76

Computed properties:
Energy relative to the best compared isomer or geometry (same formula, charge and spin) in kcal per mole: 16.6
E in eV: -85765.394
Multiplicity: 1
Strongest force on any atom in eV/A: 1.07
Lowest unoccupied orbital energy in Eh: 0.0056
Charge: 0
HOMO in eV: -6.49